18
Properties=species:S:1:pos:R:3:forces:R:3:mulliken_charge:R:1 method="wB97M-V/def2-TZVPD" total_charge=-1 homo_ev=-3.225 lumo_energy_ev=4.10 orbital_gap_ev=7.32
C -1.13069 -2.76836 0.83176 -0.1 -0.9 1.0 -0.99
C -0.79070 -1.33283 0.79609 -0.3 1.5 1.2 -0.23
C -0.50030 -0.54147 1.87926 0.3 -0.3 -2.4 -0.20
N -0.07263 0.77155 1.70807 -0.3 0.5 0.3 -0.52
H -0.91469 -3.16701 1.84689 -0.2 0.1 -0.4 0.26
H -2.22517 -2.98381 0.62943 1.2 0.1 -0.2 0.21
H -0.44190 -3.32046 0.17155 -0.6 -0.1 -0.1 0.24
H -0.87772 -0.83125 -0.15962 0.1 0.1 0.0 0.32
H -0.38506 -0.99930 2.83961 -0.2 -0.2 0.8 0.32
H -0.34085 1.48075 2.40993 0.2 -1.0 -0.6 0.16
H -0.09855 1.07935 0.64628 0.2 -0.2 0.6 0.38
N 1.68898 1.70271 -2.31462 2.5 0.3 1.9 -0.76
C 0.75562 0.73080 -1.76060 -1.4 -0.4 0.7 -0.34
O -0.11832 1.26620 -0.83501 0.5 -0.2 -0.9 -0.90
H 1.07789 2.47224 -2.46018 -0.4 1.1 -0.3 0.29
H 2.29265 2.02877 -1.46357 -1.4 -0.6 -1.9 0.27
H 0.17703 0.38370 -2.66773 0.4 -0.2 0.5 0.23
H 1.36498 -0.12122 -1.34570 -0.3 0.3 -0.3 0.27

104
Properties=species:S:1:pos:R:3:forces:R:3:mulliken_charge:R:1 method="wB97M-V/def2-TZVPD" homo_ev=-8.431 lumo_energy_ev=-0.05 orbital_gap_ev=8.38
C 1.09077 4.93187 -3.08270 0.4 0.0 -1.1 -1.07
C 1.29834 3.32845 -3.32949 0.4 1.5 1.0 0.31
C 2.16331 2.81673 -2.04511 0.7 -0.1 -2.1 -1.04
Br 1.38472 3.39714 -0.30492 0.4 -0.5 -0.8 -0.15
C 2.52187 1.25124 -2.12374 -0.4 0.1 -0.4 0.72
O 2.69226 0.94709 -3.55738 1.5 0.8 1.2 -0.22
C 3.99365 1.35276 -4.02518 0.0 0.7 -1.2 -0.43
P 5.23362 -0.07258 -3.90093 0.0 -1.4 -0.7 0.55
O 5.91347 0.01285 -2.32079 -0.4 1.5 -2.6 -0.50
O 6.43896 0.23020 -5.08327 -0.6 0.3 2.9 -0.48
S 4.38173 -1.76297 -4.30489 0.6 1.0 0.8 -0.24
C 1.37585 0.26862 -1.59473 -1.5 -0.8 0.5 -0.24
N 1.80775 -1.14837 -1.37828 3.7 1.6 0.7 -0.35
C 2.75909 -1.24475 -0.46638 0.3 -0.4 -0.2 0.51
C 2.78877 -0.41412 0.92261 -0.1 -0.3 -1.5 -0.38
C 3.99054 -2.28238 -0.66112 -1.8 -0.5 1.3 -0.20
O 0.33000 0.21830 -2.62877 -0.5 -0.2 2.0 -0.34
C -0.89787 -0.07649 -1.91552 -1.3 -0.3 -0.1 -0.72
C -2.03308 -0.71417 -2.89527 0.7 -0.2 0.3 -0.32
C -3.33586 -0.89303 -1.99820 -0.7 3.5 -0.1 0.56
O -3.96436 0.12187 -1.66413 1.8 -4.8 -0.6 -0.50
F -3.70665 -2.22223 -1.58484 0.7 2.6 -0.8 -0.30
H 1.92060 5.34369 -2.39180 -1.6 -0.7 -0.9 0.28
H 1.25204 5.47998 -4.08759 -0.4 -0.9 1.5 0.37
H 0.04290 5.18510 -2.71553 1.6 -0.3 -0.2 0.26
H 0.30785 2.77163 -3.43791 1.5 0.7 0.1 0.13
H 1.92415 3.26918 -4.29801 -1.0 -0.4 1.7 0.06
H 3.16863 3.38090 -2.13905 -1.7 -0.8 0.5 0.43
H 3.54626 1.10235 -1.64196 -1.6 -0.2 -0.1 0.34
H 4.40869 2.30462 -3.54850 -0.6 -1.1 -0.4 0.27
H 3.87604 1.59081 -5.15217 0.3 -0.5 1.7 0.27
H 6.12163 0.97740 -2.20938 0.0 -1.1 0.3 0.34
H 7.31558 0.09847 -4.65464 -0.6 0.1 -0.5 0.31
H 0.84995 0.60813 -0.63901 1.1 0.4 -1.2 0.30
H 3.46102 0.51960 0.83803 -1.0 -1.4 0.4 0.18
H 3.14335 -1.13595 1.74221 -0.4 1.2 -1.2 0.43
H 1.71336 -0.10628 1.12274 1.7 -0.3 -0.2 -0.34
H 3.84775 -3.08615 0.16292 0.4 1.1 -1.2 0.12
H 3.95419 -2.82527 -1.66134 0.0 1.5 1.6 -0.56
H 4.99483 -1.78433 -0.42644 -1.5 -0.4 -0.6 0.26
H -0.75543 -0.84925 -1.07785 0.2 1.1 -1.1 0.32
H -1.33371 0.89670 -1.46631 0.7 -1.5 -0.6 0.23
H -1.68013 -1.68479 -3.38500 -0.5 1.4 1.0 0.34
H -2.23843 0.05117 -3.72227 -0.1 -1.2 1.3 0.32
C -0.19576 -0.47972 3.86874 0.1 -0.1 0.0 0.00
Cl 1.03923 0.68557 3.37303 -0.2 0.2 0.3 -0.12
Cl -0.51370 -1.65817 2.58358 0.2 0.3 0.2 0.00
H 0.15286 -1.00891 4.75573 -0.2 0.1 -0.6 0.14
H -1.11279 0.05440 4.09596 0.3 0.0 -0.2 -0.02
C -3.96467 -0.11053 2.28307 0.1 0.0 -0.2 0.15
Cl -5.73180 -0.08858 2.30502 0.0 0.1 -0.1 -0.14
Cl -3.31029 -0.55532 3.86378 -0.7 0.1 0.0 -0.15
H -3.62833 -0.83726 1.54452 -0.1 0.0 0.2 -0.02
H -3.60191 0.88076 2.01620 -0.1 -0.1 0.1 0.12
C -3.24855 -4.24241 1.04059 -0.1 0.0 -0.2 0.41
Cl -4.31275 -3.97889 2.42743 -0.1 0.0 -0.1 -0.15
Cl -1.55189 -4.28663 1.53536 -0.1 -0.4 -0.3 -0.13
H -3.50541 -5.19145 0.57247 0.1 0.1 0.2 0.34
H -3.38809 -3.43054 0.32881 0.1 -0.1 0.2 -0.41
C 2.84323 -0.37506 -7.34178 0.0 -0.3 0.1 0.15
Cl 2.31356 1.16350 -8.03635 -0.1 0.1 0.0 -0.19
Cl 4.60232 -0.52793 -7.39278 -0.2 0.1 -0.4 -0.12
H 2.51446 -0.42681 -6.30362 0.1 0.1 -0.1 -0.21
H 2.40015 -1.19127 -7.91024 0.1 0.2 0.0 0.34
C 0.99628 0.67809 7.55186 -0.1 0.1 0.3 -0.32
Cl 0.46754 2.09666 6.64135 0.4 0.0 -0.1 0.00
Cl 1.49020 -0.63145 6.46941 0.5 -0.1 0.8 -0.14
H 1.84197 0.95543 8.17923 -0.1 -0.1 -0.2 0.34
H 0.17301 0.33072 8.17483 0.1 0.0 -0.2 0.19
C -1.72183 2.97332 9.60479 -0.1 0.3 0.0 -0.36
Cl -2.31138 2.28946 8.08615 -0.4 0.1 0.3 -0.09
Cl -0.92472 1.74321 10.59390 0.1 0.0 0.1 -0.16
H -1.00785 3.76524 9.38227 0.0 -0.2 0.0 0.24
H -2.56486 3.38176 10.15984 0.1 -0.2 -0.1 0.36
C -7.98073 2.47432 0.46843 0.1 -0.2 -0.1 0.00
Cl -7.60749 4.14130 0.01304 0.0 0.0 -0.1 -0.16
Cl -8.70417 2.39779 2.07925 -0.2 -0.2 -0.1 -0.15
H -8.68154 2.05878 -0.25390 0.0 0.2 0.2 0.31
H -7.05997 1.89232 0.46657 -0.1 0.2 0.1 -0.01
C 3.27505 -5.54267 -3.24286 -0.1 -0.2 0.1 0.12
Cl 2.34328 -4.49034 -4.31536 -0.1 -0.1 0.0 -0.15
Cl 4.67021 -4.69059 -2.56778 0.3 -0.9 -0.3 -0.09
H 2.63247 -5.87365 -2.42787 0.1 0.2 -0.1 -0.19
H 3.62675 -6.40449 -3.80808 0.0 0.2 0.0 0.37
C -0.81106 5.75356 5.43662 0.0 -0.1 0.3 -0.29
Cl -1.34855 7.17363 4.53127 0.0 0.0 0.1 -0.17
Cl -0.31303 4.45275 4.34975 0.0 0.0 0.0 -0.08
H 0.03398 6.03290 6.06424 -0.1 0.0 -0.2 0.33
H -1.63222 5.39882 6.05863 0.0 0.0 -0.2 0.19
C 2.48869 -7.47651 0.74288 0.1 -0.1 0.3 -0.35
Cl 1.67735 -7.77621 -0.79902 -0.1 -0.2 0.0 -0.16
Cl 3.00006 -5.79059 0.87757 0.0 0.0 0.0 -0.05
H 1.79978 -7.70342 1.55505 0.0 0.1 -0.2 0.30
H 3.36517 -8.11886 0.81212 -0.1 0.2 -0.1 0.30
C -4.32993 3.56720 3.69685 0.0 0.1 -0.2 0.06
Cl -6.09496 3.60676 3.75510 0.2 0.0 -0.1 -0.12
Cl -3.64631 3.10057 5.25916 0.1 0.1 -0.1 -0.04
H -4.01807 2.84426 2.94526 -0.1 0.0 0.2 -0.14
H -3.96178 4.55720 3.43119 -0.1 -0.1 0.1 0.29
C -4.67345 -3.54590 -4.83720 -0.2 -0.1 0.2 -0.22
Cl -3.44566 -2.36491 -5.31112 -0.1 0.0 -0.1 -0.12
Cl -4.99642 -4.69215 -6.14300 -0.1 0.0 0.1 -0.17
H -4.31896 -4.09353 -3.96528 0.0 0.1 -0.2 0.23
H -5.59464 -3.01925 -4.59279 0.2 0.0 -0.2 0.29

70
Properties=species:S:1:pos:R:3:forces:R:3:mulliken_spin:R:1 method="wB97M-V/def2-TZVPD" total_charge=+3 spin_multiplicity=3 homo_ev="-16.609 / -16.620" lumo_energy_ev="-10.63 / -10.26" orbital_gap_ev="5.98 / 6.36"
Mo -0.18397 -0.04898 0.60883 0.2 -0.2 0.1 2.50
O 5.02356 0.41220 -4.93201 0.0 0.0 0.0 0.00
C 5.44617 0.13588 -3.69151 0.0 -0.1 0.0 0.00
O 6.53779 -0.28778 -3.47214 0.0 0.0 0.0 0.00
C 4.46703 0.32587 -2.55317 0.0 0.0 0.0 0.00
C 5.00868 0.61756 -1.30221 0.0 0.0 0.0 0.00
C 4.20084 0.71425 -0.18715 0.0 0.0 0.0 -0.01
C 2.83042 0.48960 -0.31567 0.0 0.0 0.0 -0.06
C 2.28727 0.19469 -1.56021 0.0 0.0 0.0 0.09
C 3.09977 0.12140 -2.68156 0.0 0.0 0.0 0.04
N 1.92619 0.52569 0.79180 -0.2 0.0 0.1 -0.06
C 2.28630 0.80457 1.99046 0.1 0.0 0.0 0.02
C 1.28772 0.78855 3.05239 0.0 0.0 0.0 0.02
C 1.59976 1.05606 4.37044 0.0 0.0 0.0 0.00
C 0.58895 1.00560 5.32609 0.0 0.0 0.0 0.02
C -0.69638 0.68166 4.92691 0.0 0.0 0.0 -0.01
C -0.94059 0.42003 3.58768 0.0 0.0 0.0 0.06
N 0.02445 0.47589 2.66447 -0.1 0.1 -0.1 -0.06
H 4.19817 0.91032 -4.94570 0.0 0.0 0.0 0.00
H 6.07985 0.74577 -1.21952 0.0 0.0 0.0 0.00
H 4.66414 0.93984 0.76330 0.0 0.0 0.0 0.00
H 1.22075 0.00504 -1.67001 0.0 0.0 0.0 -0.07
H 2.66399 -0.13649 -3.63879 0.0 0.0 0.0 0.00
H 3.31276 1.04378 2.24885 0.0 0.0 0.0 0.00
H 2.61757 1.29658 4.64789 0.0 0.0 0.0 0.00
H 0.80900 1.21238 6.36508 0.0 0.0 0.0 0.00
H -1.50976 0.62655 5.63679 0.0 0.0 0.0 0.00
H -1.93048 0.15545 3.24055 0.0 0.0 0.0 -0.04
C -3.84834 0.40499 1.20972 0.0 0.0 0.0 0.03
P -2.64136 0.16928 -0.12502 0.1 0.0 0.0 -0.11
C -3.26911 -1.25967 -1.04597 0.0 0.0 0.0 0.01
C -2.79878 1.59755 -1.22388 0.0 0.0 0.0 0.00
C -3.89704 1.72139 -2.07163 0.0 0.0 0.0 0.00
C -4.01913 2.83258 -2.89341 0.0 0.0 0.0 0.00
C -3.05021 3.82595 -2.87183 0.0 0.0 0.0 0.00
C -1.95966 3.71771 -2.02057 0.0 0.0 0.0 0.00
C -1.82877 2.60575 -1.19378 0.0 0.0 0.0 -0.06
P -0.48239 2.46442 0.00039 0.0 -0.1 0.0 -0.04
C 0.94170 3.34571 -0.68692 0.0 0.0 0.0 0.00
C -0.97239 3.46607 1.43518 0.0 0.0 0.0 0.02
H -4.82855 0.58997 0.76653 0.0 0.0 0.0 0.00
H -3.58958 1.26220 1.83031 0.0 0.0 0.0 0.00
H -3.90914 -0.49298 1.82651 0.0 0.0 0.0 0.00
H -4.30367 -1.09475 -1.34704 0.0 0.0 0.0 0.00
H -3.22893 -2.13705 -0.40093 0.0 0.0 0.0 0.00
H -2.65728 -1.42935 -1.93107 0.0 0.0 0.0 0.00
H -4.66407 0.95850 -2.10718 0.0 0.0 0.0 0.00
H -4.87103 2.92032 -3.55402 0.0 0.0 0.0 0.00
H -3.14438 4.68859 -3.51752 0.0 0.0 0.0 0.00
H -1.21777 4.50575 -2.01261 0.0 0.0 0.0 0.00
H 1.20552 2.94688 -1.66519 0.0 0.0 0.0 0.00
H 1.79833 3.24457 -0.02071 0.0 0.0 0.0 0.00
H 0.70802 4.40700 -0.77788 0.0 0.0 0.0 0.00
H -1.20511 4.48135 1.11073 0.0 0.0 0.0 0.00
H -0.15731 3.50739 2.15988 0.0 0.0 0.0 0.00
H -1.85473 3.04480 1.91617 0.0 0.0 0.0 0.00
C 0.84015 -5.15253 -1.40805 0.0 -0.1 0.0 0.00
Si -0.22865 -5.08644 0.07920 0.0 0.3 0.1 0.01
C -2.04833 -5.23858 -0.11735 0.0 -0.1 0.0 0.00
C 0.51029 -5.47259 1.71212 0.0 -0.1 0.0 0.00
Se -0.16386 -2.33578 0.37430 -0.1 0.0 -0.1 -0.31
H 1.00301 -6.20444 -1.67199 0.0 0.0 0.0 0.00
H 1.82071 -4.71532 -1.21832 0.0 0.0 0.0 0.00
H 0.37481 -4.66888 -2.26639 0.0 0.0 0.0 0.00
H -2.30891 -6.30255 -0.16106 0.0 0.0 0.0 0.00
H -2.39673 -4.78389 -1.04469 0.0 0.0 0.0 0.00
H -2.57788 -4.81790 0.73790 0.0 0.0 0.0 0.00
H 0.62035 -6.56039 1.79572 0.0 0.0 0.0 0.00
H -0.12656 -5.14503 2.53335 0.0 0.0 0.0 0.00
H 1.50678 -5.04255 1.81520 0.0 0.0 0.0 0.00

19
Properties=species:S:1:pos:R:3:forces:R:3:mulliken_charge:R:1 method="wB97M-V/def2-TZVPD" smiles=CCC[C@H](C)N homo_ev=-9.233 lumo_energy_ev=1.06 orbital_gap_ev=10.29
C -2.34757 0.24457 -0.29647 0.9 -0.5 -0.6 -1.04
C -1.28363 -0.53884 0.53046 -2.5 -2.4 1.2 -0.51
C -0.03132 -0.96747 -0.16481 2.0 0.6 -1.1 -0.55
C 1.18608 -0.15354 0.40007 -0.4 -0.5 0.8 0.22
C 1.04921 1.34318 0.12067 -1.2 1.5 -1.9 -1.35
N 2.54668 -0.55144 -0.05426 -0.5 -0.5 -4.1 -0.66
H -2.83319 -0.40134 -1.10816 0.9 1.2 0.8 0.28
H -3.14790 0.60704 0.35869 0.2 -0.1 -0.1 0.33
H -1.74866 1.14989 -0.65133 -1.2 -1.1 -0.2 0.24
H -1.16481 0.08972 1.41173 0.8 -0.1 0.1 0.36
H -1.65440 -1.56334 0.96549 -0.2 2.0 -0.6 0.28
H -0.10562 -0.72873 -1.22949 0.0 0.2 -0.2 0.26
H 0.17453 -2.07768 -0.19387 -0.2 1.1 0.6 0.35
H 1.09711 -0.31376 1.48726 0.5 0.0 -0.1 0.23
H 0.90946 1.35431 -1.03642 0.2 0.5 1.7 0.32
H 1.95541 1.93624 0.34248 -0.2 -0.6 0.0 0.35
H 0.19303 2.00564 0.55051 1.2 -1.8 -0.5 0.25
H 2.47679 -1.68479 -0.42348 0.4 4.4 0.8 0.30
H 2.72879 0.25034 -1.00906 -0.5 -3.9 3.3 0.33